No. 1
{
  "formula": "C22H38Cl8F2O18",
  "method": "the ωB97M-V functional and the def2-TZVPD basis",
  "elements": ["C", "O", "C", "O", "O", "C", "H", "H", "H", "H", "H", "H", "C", "O", "C", "O", "O", "C", "H", "H", "H", "H", "H", "H", "C", "O", "C", "O", "O", "C", "H", "H", "H", "H", "H", "H", "C", "O", "C", "O", "O", "C", "H", "H", "H", "H", "H", "H", "C", "C", "O", "C", "O", "O", "F", "H", "H", "H", "C", "C", "O", "C", "O", "O", "F", "H", "H", "H", "C", "Cl", "Cl", "H", "H", "C", "Cl", "Cl", "H", "H", "C", "Cl", "Cl", "H", "H", "C", "Cl", "Cl", "H", "H"],
  "xyz": [[-8.30073, 18.36888, 15.00146], [-8.29238, 18.17957, 13.54678], [-9.25483, 17.30764, 12.98223], [-9.27741, 17.03959, 11.79887], [-9.94771, 16.65351, 13.96968], [-10.92099, 15.66835, 13.58299], [-9.16067, 18.98617, 15.26142], [-7.37441, 18.85087, 15.31405], [-8.30712, 17.45976, 15.60274], [-10.52644, 14.71939, 13.21982], [-11.55627, 16.10999, 12.81522], [-11.68026, 15.46115, 14.33710], [-16.27535, 9.96401, 14.37666], [-16.82687, 11.24831, 14.13767], [-16.20509, 12.37804, 14.47795], [-15.16740, 12.47538, 15.15806], [-16.91621, 13.35867, 13.98228], [-16.36866, 14.65369, 14.15077], [-16.85468, 9.10254, 14.04448], [-16.00132, 9.93259, 15.43119], [-15.34697, 9.88577, 13.81091], [-15.39622, 14.86587, 13.70642], [-16.17194, 14.86231, 15.20238], [-17.14117, 15.38184, 13.90355], [-13.92686, 15.56216, 9.88959], [-15.19072, 15.07845, 10.28093], [-15.91051, 15.74089, 11.26799], [-15.59369, 16.82411, 11.75650], [-17.05827, 15.12872, 11.50610], [-18.08216, 15.78763, 12.30868], [-13.48417, 16.23834, 10.62097], [-14.07508, 16.07997, 8.94196], [-13.24691, 14.72231, 9.74666], [-17.91044, 16.83159, 12.57089], [-18.34620, 15.35843, 13.27519], [-19.04976, 15.64213, 11.82840], [-14.97693, 14.93604, 16.70539], [-14.21437, 13.94845, 16.04813], [-13.05403, 14.22432, 15.35301], [-12.35066, 15.27522, 15.46354], [-12.61433, 13.07047, 14.63522], [-11.46328, 13.14919, 13.82157], [-14.48247, 15.33035, 17.59315], [-15.84873, 14.35800, 17.01188], [-15.26491, 15.81784, 16.13303], [-11.03130, 12.20578, 13.48769], [-10.55873, 13.63012, 14.19386], [-11.73609, 13.67430, 12.90617], [-17.95044, 15.62405, 17.35348], [-18.04732, 17.13930, 17.29748], [-17.48452, 17.37976, 16.04099], [-16.59949, 16.41720, 15.71927], [-15.82860, 16.41126, 14.75266], [-16.73372, 15.45112, 16.61534], [-17.37968, 17.74409, 18.22606], [-18.79048, 15.22961, 16.78178], [-17.89186, 15.20750, 18.35904], [-19.06455, 17.52236, 17.37876], [-16.64348, 18.41810, 14.29894], [-15.90698, 19.75855, 14.42960], [-16.25582, 20.46882, 13.33092], [-16.91879, 19.65101, 12.42689], [-17.33388, 19.93771, 11.31391], [-17.05313, 18.39486, 12.96088], [-14.57979, 19.57345, 14.32890], [-17.56668, 18.35539, 14.87502], [-16.18018, 17.44662, 14.47117], [-16.04026, 20.19531, 15.41934], [-12.34525, 18.09259, 10.35037], [-11.95563, 17.05802, 8.95734], [-12.21953, 17.16108, 11.86823], [-11.57853, 18.86398, 10.42250], [-13.35599, 18.48988, 10.25733], [-14.04779, 16.54248, 13.41042], [-12.90411, 17.21555, 14.58196], [-13.55807, 14.92482, 12.88767], [-15.05234, 16.43475, 13.81953], [-14.12453, 17.20419, 12.54766], [-11.91121, 19.00802, 13.82887], [-12.93214, 20.30669, 13.14310], [-10.32981, 19.65083, 14.28220], [-12.40660, 18.75912, 14.76735], [-11.96845, 18.16068, 13.14563], [-14.40548, 12.86562, 12.39471], [-14.21219, 11.12822, 12.62319], [-13.88498, 13.34960, 10.77125], [-15.47739, 13.04026, 12.30201], [-13.98028, 13.45776, 13.20508]],
  "lowdin_charge": [-0.16, -0.10, -0.55, 0.10, -0.03, -0.23, -0.11, 0.09, 0.09, 0.07, -0.13, -0.08, -0.09, -0.01, -0.59, 0.08, 0.08, -0.11, 0.10, 0.10, -0.03, 0.07, 0.08, 0.08, -0.34, -0.19, -0.50, 0.05, 0.06, -0.01, -0.04, 0.07, -0.01, 0.09, 0.08, 0.12, -0.06, -0.02, -0.39, -0.13, -0.07, -0.11, 0.15, 0.13, 0.08, 0.12, 0.10, 0.05, 0.06, -0.31, 0.12, -0.41, -0.07, -0.10, 0.16, 0.16, 0.17, 0.19, -0.07, -0.32, 0.15, -0.43, 0.14, 0.00, -0.18, 0.13, -0.07, 0.17, -0.74, 0.66, 0.81, 0.05, 0.06, -0.70, 0.97, 0.92, -0.07, 0.01, -1.10, 0.71, 0.80, -0.10, -0.18, -0.97, 0.72, 0.81, 0.05, -0.13],
  "gap_ev": 6.68,
  "energy_ev": -165857.3677,
  "max_force_ev_per_a": 11.52,
  "e_homo_ev": -7.98
}

***

No. 2
{
  "formula": "C22H38HfO3P2S",
  "method": "the ωB97M-V functional and the def2-TZVPD basis",
  "elements": ["P", "P", "C", "C", "H", "H", "H", "H", "C", "H", "H", "H", "C", "H", "H", "H", "C", "H", "H", "H", "C", "H", "H", "H", "Hf", "C", "C", "C", "C", "C", "C", "C", "C", "C", "H", "H", "H", "H", "H", "H", "H", "H", "H", "H", "H", "H", "H", "H", "H", "C", "C", "C", "C", "C", "C", "C", "S", "O", "O", "O", "H", "H", "H", "H", "H", "H", "H"],
  "xyz": [[0.25588, -2.31721, -0.46863], [-0.21222, 1.59179, -0.38067], [-0.18146, -1.02873, -1.71983], [0.32014, 0.42133, -1.66899], [-1.25594, -1.06353, -1.97141], [0.35586, -1.51425, -2.53363], [1.40590, 0.45427, -1.85132], [-0.13488, 0.92580, -2.51878], [-1.86058, 2.23410, -0.77364], [-2.21600, 2.74769, 0.13328], [-2.55485, 1.41450, -1.00593], [-1.86113, 2.95760, -1.60215], [0.97146, 2.95875, -0.37231], [0.72134, 3.72949, -1.11729], [1.98509, 2.58812, -0.56782], [0.93185, 3.40391, 0.63129], [-0.98186, -3.64121, -0.65914], [-0.92320, -4.25533, 0.25529], [-0.78525, -4.27249, -1.54379], [-1.98338, -3.18804, -0.73044], [1.96601, -2.88783, -0.78921], [2.66409, -2.04044, -0.69229], [2.09091, -3.36046, -1.77545], [2.20148, -3.62417, -0.00241], [0.00200, -0.35014, 1.25543], [0.47482, 1.21604, -4.61745], [-0.85397, 1.25868, -4.45033], [-1.79198, 0.53351, -5.36378], [-1.39354, -0.95273, -5.69282], [-0.66028, -1.68846, -4.60950], [0.69465, -1.75877, -4.52089], [1.58038, -1.00334, -5.44911], [1.16615, 0.48985, -5.73498], [-0.11937, -2.13578, 2.53034], [1.15053, 1.83444, -4.00528], [-1.34192, 1.97239, -3.76775], [-1.88220, 1.07642, -6.31924], [-2.79968, 0.51580, -4.92309], [-2.33801, -1.48704, -5.85938], [-0.84685, -0.96667, -6.64599], [-1.29977, -2.28260, -3.95624], [1.19729, -2.50878, -3.90209], [1.63174, -1.52316, -6.41945], [2.60466, -0.99839, -5.04919], [2.10441, 1.02289, -5.93103], [0.58212, 0.51461, -6.66483], [0.54422, -1.96841, 3.39981], [0.10475, -3.13839, 2.13956], [-1.14598, -2.16811, 2.94250], [0.13263, 0.93265, 9.38940], [0.11157, 1.12328, 7.89077], [-0.11771, 0.03361, 7.05060], [-0.14679, 0.15958, 5.66619], [0.08709, 1.40368, 5.07014], [0.31563, 2.52275, 5.90852], [0.33923, 2.36684, 7.29760], [0.06239, 1.58755, 3.29596], [-1.13359, 0.76254, 2.78217], [0.05938, 2.98310, 2.93723], [1.20629, 0.72303, 2.70103], [-0.81842, 0.52358, 9.76071], [0.91357, 0.21366, 9.68504], [0.32427, 1.86660, 9.91579], [-0.27524, -0.95911, 7.50547], [-0.36215, -0.72626, 5.06482], [0.46853, 3.50521, 5.48354], [0.54987, 3.24019, 7.93506]],
  "lowdin_charge": [0.77, 0.75, -0.43, -0.42, 0.10, 0.01, 0.11, 0.02, -0.22, 0.07, 0.06, 0.06, -0.20, 0.08, 0.07, 0.04, -0.20, 0.06, 0.08, 0.07, -0.21, 0.06, 0.06, 0.07, 1.60, -0.12, -0.14, -0.16, -0.16, -0.11, -0.14, -0.16, -0.16, -0.33, 0.12, 0.10, 0.13, 0.11, 0.12, 0.11, 0.10, 0.10, 0.13, 0.11, 0.12, 0.11, 0.01, -0.02, 0.02, -0.03, -0.24, -0.02, -0.05, -0.26, -0.02, 0.00, 0.64, -0.45, -0.25, -0.43, 0.10, 0.10, 0.08, 0.14, 0.10, 0.12, 0.14],
  "gap_ev": 6.28,
  "total_charge": 2,
  "energy_ev": -60275.1835,
  "max_force_ev_per_a": 4.60,
  "e_homo_ev": -13.89,
  "de_lowest_kcal_mol": 0.00
}

***

No. 3
{
  "formula": "C22H38I2N5O",
  "method": "the ωB97M-V functional and the def2-TZVPD basis",
  "elements": ["C", "C", "C", "C", "C", "C", "C", "N", "N", "C", "C", "O", "C", "N", "C", "I", "C", "C", "I", "C", "H", "H", "H", "H", "H", "H", "H", "H", "H", "H", "H", "H", "H", "H", "H", "H", "H", "H", "H", "H", "H", "H", "H", "H", "C", "C", "C", "C", "N", "H", "H", "H", "H", "H", "H", "H", "C", "C", "C", "C", "N", "H", "H", "H", "H", "H", "H", "H"],
  "xyz": [[-4.18204, -0.22325, -2.71700], [-3.35637, 0.09374, -1.41564], [-4.11101, 0.73168, -0.32188], [-3.34216, 1.06888, 0.87825], [-1.92386, 0.80051, 0.97051], [-1.13728, 0.14484, -0.09492], [0.38937, -0.11633, 0.00773], [0.79999, -1.24871, 0.93490], [-0.15931, -1.45293, 1.97919], [0.95857, -2.58225, 0.23500], [-0.01925, -2.91480, -0.93072], [-1.35721, -3.23460, -0.55263], [0.59053, -4.27337, -1.63017], [-0.31778, -5.41228, -1.61975], [2.06200, -0.76498, 1.64593], [1.63146, 0.68676, 3.24415], [3.03616, -1.86190, 2.19982], [2.77124, -2.43442, 3.64702], [4.98633, -0.82150, 2.35787], [-1.91645, -0.19557, -1.30259], [-4.01060, -1.25357, -3.10824], [-3.83307, 0.52534, -3.48516], [-5.26080, 0.01905, -2.53838], [-5.19350, 0.97259, -0.38994], [-3.85507, 1.57151, 1.73493], [-1.39171, 1.10179, 1.90952], [0.76607, -0.27080, -1.04233], [0.83674, 0.87014, 0.31633], [0.23288, -2.05470, 2.70793], [-0.97879, -1.95494, 1.62315], [0.92116, -3.40103, 1.00958], [2.00140, -2.64262, -0.19683], [-0.02573, -2.17030, -1.77054], [-1.28646, -3.80901, 0.23272], [1.52632, -4.56582, -1.07525], [0.93381, -4.01352, -2.67134], [-1.15424, -5.26116, -2.17734], [-0.52671, -5.72419, -0.67557], [2.65345, -0.16264, 0.90172], [3.28052, -2.71765, 1.52994], [1.80104, -2.16107, 4.12555], [2.82810, -3.55694, 3.60603], [3.57820, -2.12693, 4.36624], [-1.46460, -0.65955, -2.21121], [4.74098, 3.95580, 5.44451], [5.42905, 2.77047, 4.77607], [5.40771, 1.50545, 5.63834], [6.11858, 1.75277, 6.91987], [6.66712, 1.94425, 7.90999], [5.24455, 4.24373, 6.36926], [4.75469, 4.82456, 4.78405], [3.69825, 3.72336, 5.67869], [6.46241, 3.04336, 4.54617], [4.93237, 2.56051, 3.82405], [5.89886, 0.68438, 5.11181], [4.37904, 1.20457, 5.85176], [-4.25309, 4.26119, -5.95175], [-3.53254, 3.10290, -6.63350], [-4.49142, 2.02959, -7.15690], [-5.27274, 1.45066, -6.03235], [-5.87750, 1.00503, -5.16323], [-4.80348, 3.92888, -5.06888], [-3.53464, 5.01350, -5.62158], [-4.95750, 4.74140, -6.63538], [-2.82882, 2.65607, -5.92526], [-2.94451, 3.49133, -7.46841], [-3.93155, 1.23093, -7.64688], [-5.18219, 2.45575, -7.88737]],
  "lowdin_charge": [-0.08, -0.21, -0.01, -0.06, -0.06, -0.18, -0.09, -0.28, 0.07, -0.08, -0.32, -0.04, -0.20, 0.01, -0.69, 0.97, -0.74, -0.22, 0.90, 0.00, 0.08, 0.06, 0.07, 0.11, 0.11, 0.08, 0.15, 0.12, 0.09, 0.12, 0.16, 0.15, 0.13, 0.10, 0.11, 0.13, 0.09, 0.07, 0.06, 0.07, 0.04, 0.09, 0.05, 0.11, -0.11, -0.28, -0.21, -0.23, 0.15, 0.08, 0.08, 0.07, 0.12, 0.08, 0.07, 0.10, -0.11, -0.27, -0.18, -0.21, 0.16, 0.07, 0.07, 0.08, 0.11, 0.11, 0.12, 0.12],
  "gap_ev": 8.10,
  "total_charge": 1,
  "energy_ev": -49119.0838,
  "max_force_ev_per_a": 3.59,
  "e_homo_ev": -11.47
}

***

No. 4
{
  "formula": "C22H39Cl2InN4O4",
  "method": "the ωB97M-V functional and the def2-TZVPD basis",
  "elements": ["O", "C", "C", "C", "H", "C", "H", "C", "H", "C", "H", "C", "H", "H", "C", "C", "H", "H", "H", "C", "C", "H", "H", "H", "H", "In", "Cl", "Cl", "C", "O", "N", "C", "C", "H", "H", "H", "H", "H", "H", "H", "H", "H", "C", "C", "N", "H", "C", "O", "H", "H", "H", "H", "C", "N", "C", "C", "O", "N", "C", "C", "H", "H", "H", "H", "H", "H", "H", "H", "H", "H", "H", "H"],
  "xyz": [[2.78845, 1.29372, -1.10342], [2.07994, 1.70305, -1.99526], [1.53227, 3.04332, -2.11735], [1.15272, 3.76855, -1.00343], [0.89680, 3.21295, -0.11191], [1.05783, 5.15089, -1.05037], [0.71829, 5.65690, -0.15645], [1.38925, 5.85800, -2.20401], [1.34482, 6.95280, -2.19559], [1.78567, 5.10614, -3.31648], [2.03437, 5.64144, -4.22595], [1.86179, 3.71853, -3.28215], [2.17589, 3.12211, -4.13709], [2.11498, 1.20145, -3.02751], [0.42916, -0.53291, -3.44251], [-0.11255, 0.41236, -2.41032], [0.25434, -0.23345, -4.49141], [-0.07804, -1.47983, -3.21738], [1.50565, -0.68860, -3.44877], [-0.94046, 1.47804, -2.69984], [-1.99288, 1.36445, -3.80146], [-1.00918, 2.49428, -2.22056], [-1.84378, 2.08305, -4.63457], [-2.99521, 1.57031, -3.37856], [-1.95359, 0.34604, -4.24306], [-1.28389, -0.45126, -0.89562], [-1.39987, 1.78751, 0.13366], [-3.06478, -1.52297, -1.96646], [-2.72096, -1.03531, 1.52432], [-1.56226, -1.33087, 1.08941], [-3.43347, -1.88111, 2.24441], [-2.92334, -3.18936, 2.62571], [-4.84509, -1.62841, 2.50170], [-3.15682, -0.05407, 1.30786], [-1.89202, -3.37726, 2.31734], [-3.58801, -3.93093, 2.17003], [-2.98141, -3.25440, 3.71659], [-5.06170, -0.62196, 2.15007], [-5.07201, -1.69708, 3.56782], [-5.52239, -2.32844, 1.99293], [1.83949, -4.85406, -0.73008], [4.33693, -3.81009, -0.49151], [1.74284, -4.07084, -1.49032], [3.95482, -3.01987, -1.14442], [2.51240, -2.91516, -1.06423], [0.70055, -3.76852, -1.60562], [1.88575, -1.80043, -0.67426], [0.63039, -1.70312, -0.77257], [4.40496, -2.06762, -0.86790], [2.47566, -0.98448, -0.23618], [2.15475, -4.43554, -2.43409], [4.27744, -3.29102, -2.15548], [0.70808, 2.31628, 3.12756], [0.31704, 1.12517, 3.84229], [-0.36732, 1.36420, 5.09051], [0.65519, -0.08876, 3.28374], [1.22108, -0.12825, 2.16007], [0.38695, -1.28187, 3.92528], [0.07976, -1.45275, 5.31999], [0.88535, -2.44991, 3.24877], [1.40367, 2.89432, 3.75624], [-0.16667, 2.95045, 2.91254], [1.19271, 1.99562, 2.20334], [-1.33390, 0.84480, 5.11190], [0.24932, 1.11560, 5.96849], [-0.58303, 2.43386, 5.18140], [0.20281, -2.51366, 5.54729], [0.75908, -0.89500, 5.97917], [-0.96484, -1.19062, 5.52947], [0.26961, -3.32318, 3.48791], [0.88262, -2.24545, 2.18008], [1.91866, -2.63683, 3.57306]],
  "lowdin_charge": [0.05, -0.29, -0.24, -0.05, 0.07, -0.07, 0.10, -0.08, 0.10, -0.08, 0.10, -0.03, 0.12, 0.12, -0.15, -0.42, 0.08, 0.05, 0.06, -0.29, -0.11, 0.06, 0.07, 0.08, 0.06, 0.28, 0.16, 0.09, -0.29, -0.12, -0.16, -0.01, -0.03, 0.11, 0.09, 0.10, 0.10, 0.09, 0.09, 0.10, 0.10, 0.09, -0.02, -0.04, -0.17, 0.09, -0.22, -0.12, 0.10, 0.14, 0.09, 0.09, -0.07, -0.13, -0.08, -0.45, -0.01, -0.14, -0.08, -0.07, 0.09, 0.08, 0.07, 0.08, 0.08, 0.09, 0.08, 0.09, 0.08, 0.08, 0.07, 0.10],
  "gap_ev": [6.54, 6.54],
  "energy_ev": -67814.5871,
  "max_force_ev_per_a": 2.76,
  "e_homo_ev": [-6.26, -6.26]
}